Formula: C4H3OP
Source: OMol25
Level of theory: ωB97M-V/def2-TZVPD

Calculated values
- E_HOMO (spin up / spin down): -7.89 / -8.32 eV
- HOMO-LUMO gap (spin up / spin down): 0.2383 / 0.2830 Eh
- Relative energy (zero: lowest compared OMol25 entry of this formula, charge and spin): 509.3 kJ/mol
- Energy: -570.55702 Ha
- Largest force on an atom: 0.2149 hartree/bohr

Last column: natural (NBO) charge in e.
CARTESIAN COORDINATES (ANGSTROEM)
C (0.748, -0.252, 0.162)  -0.08
C (0.645, 1.425, -0.481)  -0.37
C (-0.155, -1.149, 0.172)  -0.69
C (-0.490, 1.110, -0.997)  -0.12
O (-2.574, -0.269, 0.388)  -1.03
P (-1.600, -0.494, -0.531)  1.51
H (1.733, -0.221, 0.613)  0.22
H (1.636, 1.825, -0.191)  0.29
H (0.056, -1.974, 0.866)  0.27